1.
{
  "formula": "C23H44NOsP3Se",
  "method": "the ωB97M-V functional and the def2-TZVPD basis",
  "elements": ["Os", "Se", "P", "P", "P", "N", "C", "C", "C", "C", "C", "C", "C", "C", "C", "C", "C", "C", "C", "C", "C", "C", "C", "C", "C", "C", "C", "C", "C", "H", "H", "H", "H", "H", "H", "H", "H", "H", "H", "H", "H", "H", "H", "H", "H", "H", "H", "H", "H", "H", "H", "H", "H", "H", "H", "H", "H", "H", "H", "H", "H", "H", "H", "H", "H", "H", "H", "H", "H", "H", "H", "H", "H"],
  "positions_angstrom": [[0.629, 0.158, -0.254], [-0.633, 0.664, -5.075], [-0.160, 2.221, 0.201], [2.041, -0.169, 1.497], [-1.244, -0.740, 0.825], [1.308, -1.429, -1.668], [2.979, -1.734, 1.448], [-2.660, -1.125, -0.277], [3.467, 1.258, -2.027], [-1.044, 4.593, -4.812], [0.790, -4.993, -0.827], [0.207, 4.826, -5.405], [2.293, 0.979, -1.386], [1.288, 3.961, -5.171], [1.035, 2.717, -4.593], [-0.262, -5.331, -1.689], [-0.208, 2.881, 1.917], [-0.915, -2.385, 1.572], [1.255, -0.182, 3.151], [-1.859, 2.529, -0.412], [-1.273, 3.389, -4.135], [1.375, -3.724, -0.878], [-0.271, -3.091, -2.583], [-0.795, -4.387, -2.575], [-0.328, 2.377, -4.358], [0.781, -2.779, -1.709], [3.334, 1.146, 1.703], [0.780, 3.498, -0.727], [-2.173, 0.146, 2.162], [4.157, 0.789, 2.328], [2.870, 2.044, 2.131], [-3.038, -0.485, 2.419], [0.427, 4.507, -0.490], [1.200, -5.741, -0.151], [-1.579, -4.617, -3.291], [-3.457, -1.552, 0.346], [3.919, 0.578, -2.775], [2.341, 1.476, -0.365], [3.527, -1.959, 2.377], [2.281, -3.503, -0.294], [-0.785, 2.240, 2.586], [-2.177, 3.525, -0.083], [2.294, 4.218, -5.466], [1.784, 1.929, -4.566], [-0.649, -2.306, -3.236], [0.354, 5.713, -6.024], [2.335, -1.473, -1.570], [-1.323, -0.188, -4.099], [1.844, 3.435, -0.500], [1.437, 0.844, -2.169], [-2.166, 3.211, -3.511], [-0.694, 3.865, 1.890], [3.718, -1.717, 0.633], [0.506, -0.977, 3.217], [-0.004, -2.409, 2.181], [-2.576, 1.779, -0.051], [1.170, -1.019, -2.592], [-1.792, -2.657, 2.175], [-0.801, -3.115, 0.763], [2.255, -2.549, 1.311], [-1.845, 2.544, -1.513], [-1.551, 0.268, 3.060], [0.780, 0.793, 3.331], [-0.620, -6.358, -1.714], [0.631, 3.332, -1.802], [-3.039, -0.219, -0.767], [3.816, 1.378, 0.749], [2.008, -0.375, 3.931], [-2.564, 1.108, 1.805], [3.951, 2.230, -1.806], [-2.360, -1.878, -1.016], [-1.859, 5.320, -4.898], [0.803, 3.025, 2.318]],
  "lowdin_charge": [0.87, 1.13, 0.66, 0.67, 0.66, -0.04, -0.21, -0.21, 0.08, 0.02, -0.01, 0.06, -0.42, 0.03, -0.14, 0.02, -0.19, -0.21, -0.21, -0.21, -0.05, -0.02, -0.02, 0.00, -0.58, -0.29, -0.18, -0.20, -0.20, 0.09, 0.06, 0.09, 0.09, 0.14, 0.14, 0.08, 0.11, -0.02, 0.09, 0.11, 0.03, 0.09, 0.14, 0.10, 0.09, 0.16, 0.12, -0.14, 0.05, 0.09, 0.13, 0.09, 0.07, 0.03, 0.03, 0.02, 0.08, 0.09, 0.04, 0.02, 0.03, 0.05, 0.04, 0.14, 0.04, 0.05, 0.04, 0.09, 0.04, 0.11, 0.04, 0.15, 0.06],
  "energy_ha": -4471.9793,
  "homo_ev": [-19.03, -19.63],
  "homo_lumo_gap_ev": [7.00, 4.35],
  "multiplicity": 5,
  "s_squared": 6.0419,
  "charge": 4
}

---

2.
{
  "formula": "C3H12N6O3Sn",
  "method": "the ωB97M-V functional and the def2-TZVPD basis",
  "elements": ["Sn", "O", "O", "O", "N", "N", "N", "N", "N", "N", "C", "C", "C", "H", "H", "H", "H", "H", "H", "H", "H", "H", "H", "H", "H"],
  "positions_angstrom": [[-0.035, -1.194, 0.034], [0.019, 1.730, 0.355], [-2.595, -2.734, -0.172], [2.760, -0.198, -0.324], [0.141, 3.934, 0.006], [-4.017, -3.805, 1.189], [-0.826, 3.329, 1.683], [4.590, 0.045, -1.457], [-3.655, -4.611, -0.857], [3.718, 1.819, -0.418], [-0.115, 2.860, 0.730], [3.646, 0.525, -0.742], [-3.416, -3.654, 0.030], [-1.003, 4.321, 1.602], [4.409, 2.392, -0.881], [-3.597, -3.320, 1.969], [3.026, 2.107, 0.259], [4.983, 0.727, -2.091], [0.191, 4.794, 0.534], [0.541, 3.841, -0.916], [-4.533, -4.668, 1.286], [4.608, -0.951, -1.624], [-3.040, -4.700, -1.653], [-1.440, 2.740, 2.227], [-4.361, -5.328, -0.767]],
  "lowdin_charge": [1.11, -0.08, -0.17, -0.12, 0.15, 0.17, 0.17, 0.19, 0.17, 0.18, -0.77, -0.77, -0.71, 0.12, 0.12, 0.13, 0.11, 0.12, 0.11, 0.13, 0.12, 0.14, 0.12, 0.14, 0.12],
  "energy_ha": -889.8805,
  "homo_ev": [-10.10, -12.81],
  "homo_lumo_gap_ev": [6.21, 9.06],
  "multiplicity": 2,
  "s_squared": 0.7526,
  "charge": 1
}

---

3.
{
  "formula": "C39H37F3N6O4SeSiTa",
  "method": "the ωB97M-V functional and the def2-TZVPD basis",
  "elements": ["Ta", "Se", "Si", "F", "F", "F", "O", "O", "O", "O", "N", "N", "N", "N", "N", "N", "C", "C", "C", "C", "C", "C", "C", "C", "C", "C", "C", "C", "C", "C", "C", "C", "C", "C", "C", "C", "C", "C", "C", "C", "C", "C", "C", "C", "C", "C", "C", "C", "C", "C", "C", "C", "C", "C", "C", "H", "H", "H", "H", "H", "H", "H", "H", "H", "H", "H", "H", "H", "H", "H", "H", "H", "H", "H", "H", "H", "H", "H", "H", "H", "H", "H", "H", "H", "H", "H", "H", "H", "H", "H", "H", "H"],
  "positions_angstrom": [[-0.434, -0.355, -0.954], [-1.106, 1.946, -0.739], [0.265, 3.786, -1.223], [-8.087, -0.074, 3.446], [-8.500, 1.829, 2.496], [-8.335, 0.035, 1.296], [-0.071, -4.993, 4.393], [1.062, 0.133, -2.353], [3.091, 1.664, -3.021], [5.846, -0.105, 2.600], [-3.641, 1.327, 1.751], [1.450, -0.548, 0.229], [-2.305, -1.129, -1.571], [-0.831, -1.689, 0.799], [-0.014, -1.996, -2.109], [1.202, -2.102, -2.743], [-5.923, 1.857, 1.260], [1.751, 3.581, -0.115], [4.142, 3.710, 0.258], [1.725, -0.919, -2.826], [-5.412, 0.202, 2.907], [-1.337, -4.566, 3.945], [2.690, -1.771, 1.863], [3.690, 0.520, -3.453], [-4.704, -1.256, -1.525], [-3.463, -3.172, -2.265], [-0.766, 5.230, -0.675], [5.028, -1.720, -4.423], [1.518, -1.502, 1.179], [-4.560, 2.023, 1.083], [2.545, 0.201, 0.006], [-6.350, 0.918, 2.186], [-2.255, -2.433, -2.064], [5.646, -0.471, -4.431], [3.954, 3.447, 1.606], [3.066, -0.734, -3.410], [-4.660, -2.604, -2.001], [4.983, 0.640, -3.951], [-2.051, -2.143, 1.146], [-7.828, 0.676, 2.366], [3.733, 0.003, 0.673], [0.101, -3.091, 2.499], [3.047, 3.780, -0.595], [2.671, 3.243, 2.101], [-4.071, 0.448, 2.649], [-3.552, -0.577, -1.336], [0.233, -2.147, 1.497], [3.753, -1.842, -3.917], [-2.250, -3.051, 2.160], [1.582, 3.304, 1.247], [-0.991, -2.884, -2.391], [-1.155, -3.560, 2.847], [5.130, -1.288, 2.320], [3.828, -1.020, 1.605], [0.616, 3.714, -3.047], [0.349, 2.735, -3.446], [4.578, 0.641, 0.460], [-0.363, 6.163, -1.074], [5.440, 1.621, -3.963], [-5.578, -3.154, -2.157], [6.647, -0.365, -4.827], [-2.891, -1.762, 0.587], [2.721, -2.559, 2.601], [-0.762, 5.296, 0.414], [1.667, 3.898, -3.276], [3.256, -2.802, -3.892], [-3.386, -4.183, -2.641], [3.215, 3.978, -1.646], [-0.183, -5.639, 5.097], [-4.181, 2.739, 0.362], [-1.797, 5.130, -1.014], [-0.790, -3.771, -2.973], [5.378, 0.394, 3.277], [-1.935, -5.400, 3.562], [-6.632, 2.444, 0.692], [2.165, 1.448, -2.818], [0.019, 4.462, -3.570], [2.519, 3.043, 3.154], [-5.714, -0.524, 3.648], [5.140, 3.865, -0.130], [0.586, 3.135, 1.643], [2.463, 0.975, -0.739], [4.948, -1.882, 3.221], [-3.548, 0.444, -0.980], [4.807, 3.410, 2.271], [-3.257, -3.370, 2.391], [0.962, -3.473, 3.022], [-3.305, -0.094, 3.193], [-1.910, -4.092, 4.752], [-5.645, -0.764, -1.328], [5.543, -2.586, -4.814], [5.774, -1.879, 1.665]],
  "lowdin_charge": [1.43, 0.43, 0.33, 0.15, 0.16, 0.15, -0.04, -0.29, 0.03, -0.04, 0.06, -0.01, -0.14, -0.01, -0.21, 0.11, 0.01, -0.31, -0.07, -0.40, 0.01, -0.20, 0.06, -0.25, -0.07, -0.03, -0.21, -0.08, -0.17, -0.15, -0.07, -0.11, -0.29, -0.07, -0.09, -0.09, -0.07, -0.01, -0.08, -0.59, 0.04, 0.07, -0.10, -0.08, -0.14, -0.19, -0.16, -0.02, 0.02, -0.12, -0.09, -0.15, -0.20, -0.14, -0.19, 0.03, 0.13, 0.05, 0.12, 0.11, 0.11, 0.10, 0.12, 0.04, 0.03, 0.11, 0.12, 0.09, 0.10, 0.10, 0.03, 0.12, 0.10, 0.14, 0.13, 0.05, 0.05, 0.11, 0.12, 0.11, 0.09, 0.09, 0.13, 0.05, 0.11, 0.13, 0.12, 0.10, 0.14, 0.11, 0.10, 0.14],
  "energy_ha": -5185.3947,
  "homo_ev": [-9.01, -9.01],
  "homo_lumo_gap_ev": [5.21, 5.21],
  "charge": 1
}

---

4.
{
  "formula": "C5H26N2O6",
  "method": "the ωB97M-V functional and the def2-TZVPD basis",
  "elements": ["O", "O", "O", "O", "O", "O", "N", "N", "C", "C", "C", "C", "C", "H", "H", "H", "H", "H", "H", "H", "H", "H", "H", "H", "H", "H", "H", "H", "H", "H", "H", "H", "H", "H", "H", "H", "H", "H", "H"],
  "positions_angstrom": [[0.814, -4.065, -1.203], [3.220, 0.286, 2.548], [2.453, 3.380, 1.413], [2.267, -1.519, 0.403], [1.974, -1.357, -2.208], [-0.029, -3.184, 1.335], [-3.538, 0.251, -2.231], [0.128, 1.312, 0.336], [-0.611, 0.575, 1.313], [-1.875, 1.248, 1.850], [-1.577, 1.490, -1.587], [-2.329, 0.151, -1.389], [-0.164, 1.619, -1.037], [1.921, -1.119, -3.140], [3.982, 0.292, 1.962], [1.194, -3.648, -0.428], [-2.247, 2.258, -1.205], [0.653, -2.560, 1.618], [-2.790, 0.712, 1.603], [0.797, 1.976, 0.745], [0.030, 0.218, 2.126], [1.454, -2.174, -2.138], [-2.031, 2.276, 1.523], [2.892, -1.786, -0.278], [-1.855, 1.312, 2.939], [2.605, 2.941, 2.259], [-2.688, 0.033, -0.369], [1.665, -0.890, 0.002], [-0.802, -2.814, 1.779], [-0.072, -4.359, -0.989], [3.308, 3.526, 1.000], [-3.774, -0.594, -2.736], [-4.344, 0.408, -1.636], [-1.442, 1.557, -2.665], [0.150, 2.657, -1.206], [0.567, 1.049, -1.641], [-0.797, -0.433, 0.909], [-1.718, -0.687, -1.722], [2.605, -0.337, 2.143]],
  "lowdin_charge": [-0.05, -0.06, -0.05, -0.05, -0.06, -0.04, 0.00, 0.17, -0.21, -0.03, -0.15, -0.26, -0.13, 0.06, 0.04, 0.00, 0.12, 0.02, 0.08, 0.14, 0.13, 0.03, 0.09, 0.06, 0.09, 0.04, 0.08, 0.01, 0.05, 0.04, 0.05, 0.07, 0.07, 0.12, 0.15, 0.15, 0.12, 0.12, -0.01],
  "energy_ha": -766.7344,
  "homo_ev": [-12.75, -12.75],
  "homo_lumo_gap_ev": [9.98, 5.58],
  "multiplicity": 2,
  "s_squared": 0.7544,
  "charge": 1
}

---

5.
{
  "formula": "C22H12F11IN2O10S2W",
  "method": "the ωB97M-V functional and the def2-TZVPD basis",
  "elements": ["W", "I", "S", "S", "F", "F", "F", "F", "F", "F", "F", "F", "F", "F", "F", "O", "O", "O", "O", "O", "O", "O", "O", "O", "O", "N", "N", "C", "C", "C", "C", "C", "C", "C", "C", "C", "C", "C", "C", "C", "C", "C", "C", "C", "C", "C", "C", "C", "C", "H", "H", "H", "H", "H", "H", "H", "H", "H", "H", "H", "H"],
  "positions_angstrom": [[-0.094, -0.113, 0.016], [7.093, 1.761, 5.043], [-1.244, -2.713, -1.364], [-1.488, -2.717, 1.281], [-2.513, 5.029, -4.873], [-3.057, -4.094, -2.678], [0.140, -4.304, 2.647], [-2.651, 0.620, -3.238], [-0.587, -5.175, 0.840], [0.204, 3.853, -1.214], [0.970, -3.685, 0.777], [-0.661, 5.680, -2.971], [-3.486, 2.477, -4.971], [-2.020, -2.645, -3.883], [-3.524, -2.012, -2.490], [2.872, 0.877, -2.719], [-0.772, 1.259, -1.294], [-0.260, -3.723, -1.682], [1.516, -1.855, 2.802], [-1.848, -0.126, -0.038], [-0.773, -1.344, -1.463], [1.396, -0.117, 1.372], [1.450, -0.089, -1.254], [-2.357, -3.015, 2.395], [-0.849, -1.410, 1.393], [-0.860, 1.269, 1.416], [-2.164, -3.053, -0.116], [4.897, -0.276, 4.628], [-1.733, 3.175, 3.312], [-2.573, 2.805, -4.037], [3.131, -0.185, 2.972], [2.422, -0.056, -2.059], [3.767, -0.826, 4.034], [-2.132, 1.853, -3.131], [1.905, -0.792, 2.334], [-0.010, 2.098, 2.062], [-0.708, 3.467, -2.125], [-2.210, 4.185, 4.318], [-0.390, 3.046, 2.996], [-2.168, 1.413, 1.742], [-2.082, 4.096, -3.988], [3.653, 1.026, 2.514], [-1.174, 2.128, -2.124], [4.783, 1.585, 3.100], [-2.519, -2.865, -2.665], [-1.146, 4.424, -3.027], [-0.166, -4.020, 1.376], [-2.634, 2.337, 2.667], [5.400, 0.930, 4.157], [-1.380, 4.761, 4.731], [-2.715, 3.684, 5.148], [-2.845, 0.749, 1.228], [-3.694, 2.394, 2.877], [3.165, 1.529, 1.687], [3.366, -1.766, 4.393], [5.367, -0.799, 5.451], [-2.905, 4.886, 3.851], [2.955, -1.037, -2.189], [1.031, 1.977, 1.797], [5.163, 2.526, 2.721], [0.361, 3.670, 3.465]],
  "lowdin_charge": [1.59, 0.79, 0.66, 0.68, 0.06, 0.12, 0.12, 0.10, 0.11, 0.08, 0.13, 0.08, 0.08, 0.14, 0.14, -0.04, -0.17, -0.26, 0.05, -0.61, -0.40, -0.22, -0.23, -0.27, -0.41, -0.05, -0.26, -0.16, -0.29, -0.16, -0.10, -0.53, -0.02, -0.12, -0.55, -0.08, -0.13, -0.06, -0.02, -0.06, -0.18, -0.01, -0.25, -0.16, -0.67, -0.16, -0.67, -0.02, -0.76, 0.07, 0.08, 0.10, 0.11, 0.12, 0.12, 0.08, 0.08, 0.12, 0.09, 0.09, 0.11],
  "energy_ha": -3967.1281,
  "homo_ev": [0.59, -1.58],
  "homo_lumo_gap_ev": [2.57, 4.74],
  "multiplicity": 3,
  "s_squared": 2.0082,
  "charge": -2
}

---

6.
{
  "formula": "C2H4ClNOS",
  "method": "the ωB97M-V functional and the def2-TZVPD basis",
  "elements": ["Cl", "S", "O", "N", "C", "C", "H", "H", "H", "H"],
  "positions_angstrom": [[-2.488, 0.614, 0.316], [-0.398, -2.161, 0.177], [1.875, 0.998, -0.025], [0.295, -0.733, -0.148], [1.514, -0.195, -0.035], [-1.095, 1.290, -0.482], [-0.372, 1.754, 0.128], [-0.460, -1.993, 1.476], [2.258, -0.908, 0.083], [-1.131, 1.334, -1.490]],
  "lowdin_charge": [0.55, 0.79, -0.03, -0.47, -0.46, -0.33, 0.00, -0.14, 0.09, -0.01],
  "energy_ha": -1066.8394,
  "homo_ev": [-8.72, -9.15],
  "homo_lumo_gap_ev": [7.17, 8.57]
}

---

What is the formula in the fourth record?
C5H26N2O6